No. 1
Density functional theory data (wB97M-V/def2-TZVPD) for C53H74As3KN4OTe as an isolated structure at a distorted geometry.

```
! RIJCOSX wB97M-V def2-TZVPD def2/J DEFGRID3
* xyz -1 2
K 0.72 0.29 0.17
C -3.34 3.61 -0.20
As -2.88 1.90 0.67
C -3.10 2.60 2.49
C -4.69 1.16 0.33
C -5.22 -0.13 0.97
C -6.71 -0.18 0.57
C -4.60 -1.44 0.43
As -2.76 -2.19 0.62
C -1.88 -1.36 -0.93
C -1.78 -1.20 2.02
C -5.13 -0.08 2.51
As -6.08 -1.50 3.50
C -4.57 -2.67 3.95
C -6.08 -0.54 5.20
H -4.39 3.85 -0.02
H -3.14 3.57 -1.27
H -2.72 4.40 0.22
H -4.07 3.11 2.60
H -2.29 3.32 2.64
H -3.01 1.83 3.24
H -4.72 1.05 -0.76
H -5.39 1.97 0.57
H -6.81 -0.13 -0.52
H -7.25 0.67 1.00
H -7.20 -1.10 0.91
H -4.74 -1.47 -0.66
H -5.21 -2.26 0.81
H -2.27 -1.80 -1.85
H -0.81 -1.60 -0.87
H -2.02 -0.28 -0.95
H -1.99 -1.63 3.00
H -1.97 -0.13 2.03
H -0.72 -1.36 1.81
H -5.56 0.86 2.86
H -4.09 -0.09 2.83
H -4.18 -3.16 3.05
H -4.91 -3.45 4.63
H -3.77 -2.10 4.42
H -6.82 0.27 5.17
H -5.09 -0.11 5.40
H -6.34 -1.22 6.01
C 3.03 -8.06 1.01
C 3.74 -7.33 -0.10
C 4.61 -7.99 -0.95
C 5.27 -7.33 -1.98
C 5.02 -5.98 -2.17
C 4.14 -5.29 -1.35
C 3.51 -5.96 -0.29
N 2.61 -5.32 0.57
C 2.39 -3.93 0.73
N 3.56 -3.25 0.74
C 3.92 -1.87 0.51
C 3.02 -0.96 -0.04
C 3.58 0.31 -0.24
C 4.89 0.66 0.06
C 5.73 -0.30 0.60
C 5.26 -1.59 0.85
C 6.18 -2.61 1.46
N 1.22 -3.45 0.96
C 0.16 -4.38 0.90
C -0.36 -4.80 -0.33
C -1.38 -5.74 -0.38
C -1.91 -6.26 0.79
C -1.41 -5.83 2.01
C -0.38 -4.89 2.09
C 0.16 -4.45 3.42
H 3.36 -9.10 1.06
H 1.95 -8.07 0.88
H 3.23 -7.59 1.98
H 4.79 -9.05 -0.79
H 5.96 -7.86 -2.62
H 5.51 -5.44 -2.98
H 3.93 -4.25 -1.53
H 1.85 -5.89 0.91
H 4.35 -3.87 0.79
H 2.96 1.12 -0.65
H 5.25 1.67 -0.12
H 6.76 -0.06 0.86
H 7.12 -2.15 1.75
H 6.42 -3.44 0.78
H 5.74 -3.06 2.37
H 0.07 -4.39 -1.23
H -1.77 -6.05 -1.35
H -2.72 -6.98 0.76
H -1.83 -6.22 2.93
H -0.64 -4.42 4.17
H 0.61 -3.47 3.35
H 0.93 -5.13 3.79
C 1.72 1.60 3.03
C 1.45 2.39 1.76
O 2.42 3.00 1.23
N 0.24 2.30 1.25
Te 0.48 4.05 -0.42
C -0.61 5.49 -1.77
C -0.85 6.77 -1.26
C -0.14 7.37 -0.06
C -1.75 7.62 -1.92
C -2.42 7.25 -3.07
C -3.40 8.17 -3.74
C -2.16 5.98 -3.57
C -1.28 5.10 -2.95
C -1.10 3.74 -3.57
C 1.90 3.45 -1.89
C 1.80 2.26 -2.62
C 0.71 1.22 -2.43
C 2.76 1.98 -3.60
C 3.81 2.82 -3.86
C 4.85 2.49 -4.90
C 3.91 3.99 -3.11
C 2.99 4.32 -2.13
C 3.19 5.59 -1.33
H 2.29 2.23 3.72
H 2.35 0.74 2.78
H 0.80 1.26 3.51
H 0.28 6.63 0.61
H -0.83 8.01 0.50
H 0.68 8.01 -0.39
H -1.92 8.62 -1.51
H -3.35 9.17 -3.32
H -4.43 7.81 -3.62
H -3.21 8.24 -4.81
H -2.66 5.66 -4.49
H -1.22 3.79 -4.65
H -1.85 3.03 -3.18
H -0.12 3.33 -3.36
H 0.00 1.57 -1.67
H 1.16 0.27 -2.13
H 0.16 1.05 -3.36
H 2.67 1.04 -4.15
H 4.61 1.55 -5.40
H 5.84 2.38 -4.45
H 4.92 3.28 -5.65
H 4.75 4.66 -3.28
H 4.13 6.06 -1.62
H 3.21 5.37 -0.27
H 2.38 6.30 -1.51
*
```

## Properties
expectation value of S²	0.771
E_LUMO (spin up / spin down)	2.16 / 2.16	eV
energy	-270302.296	eV
HOMO-LUMO gap (spin up / spin down)	6.13 / 6.13	eV

Results of the Mulliken charge analysis, in e, for atoms 1 through 6:
1 K 1.61
2 C -1.20
3 As 0.77
4 C -1.40
5 C -2.22
6 C 3.11

---

No. 2
Density functional theory data (wB97M-V/def2-TZVPD) for C53H74BrGeIN6OP3Ti as an isolated structure at a distorted geometry.

```
! RIJCOSX wB97M-V def2-TZVPD def2/J DEFGRID3
* xyz 2 2
Ti -0.13 0.26 0.25
C 3.47 2.55 1.90
C 2.08 3.19 1.81
C 2.09 4.52 2.56
P 0.75 1.99 2.29
C -0.74 3.12 2.46
N -1.97 2.64 1.91
Ge -2.08 2.00 0.00
N -3.41 1.07 -1.07
C -3.12 -0.08 -1.88
P -1.86 -1.22 -1.15
C -1.26 -2.24 -2.58
C -0.03 -1.66 -3.27
C -2.34 -2.55 -3.62
C -2.98 -2.48 -0.35
C -2.22 -3.57 0.42
C -4.14 -1.92 0.48
C -4.56 1.78 -1.42
C -5.40 1.48 -2.49
C -6.52 2.27 -2.73
C -6.81 3.36 -1.93
C -5.97 3.68 -0.87
C -4.87 2.89 -0.62
N -3.92 3.13 0.43
C -4.28 2.68 1.76
C -5.56 2.45 2.20
C -5.75 2.14 3.54
C -4.67 2.12 4.41
C -3.37 2.30 3.95
C -3.15 2.54 2.59
C -3.42 4.50 0.44
C -4.07 5.51 1.11
C -3.57 6.81 1.06
C -2.42 7.06 0.34
C -1.74 6.03 -0.31
C -2.23 4.73 -0.26
N -1.59 3.63 -0.81
C -0.27 3.82 -1.35
P 0.45 2.20 -1.88
C 2.13 2.70 -2.53
C 3.22 2.71 -1.47
C 2.13 4.02 -3.29
C -0.50 1.78 -3.45
C -1.48 2.85 -3.94
C 0.39 1.34 -4.61
C 1.29 1.60 4.03
C 2.30 0.45 4.11
C 0.15 1.37 5.02
H 4.19 3.15 1.36
H 3.49 1.54 1.49
H 3.80 2.50 2.94
H 1.86 3.40 0.75
H 2.31 4.39 3.62
H 1.16 5.08 2.48
H 2.88 5.15 2.16
H -0.45 4.03 1.91
H -0.84 3.41 3.51
H -2.81 0.19 -2.90
H -4.03 -0.69 -2.00
H -0.97 -3.18 -2.10
H -0.33 -0.92 -4.01
H 0.50 -2.45 -3.80
H 0.67 -1.18 -2.58
H -2.68 -1.65 -4.13
H -3.21 -3.06 -3.22
H -1.91 -3.20 -4.38
H -3.42 -2.96 -1.23
H -1.75 -3.17 1.32
H -1.46 -4.06 -0.18
H -2.92 -4.34 0.75
H -4.48 -0.94 0.15
H -3.87 -1.85 1.53
H -4.99 -2.61 0.42
H -5.20 0.66 -3.15
H -7.16 2.03 -3.56
H -7.68 3.98 -2.13
H -6.16 4.55 -0.25
H -6.39 2.53 1.52
H -6.75 1.97 3.91
H -4.83 1.94 5.46
H -2.55 2.26 4.64
H -4.97 5.29 1.68
H -4.08 7.61 1.57
H -2.03 8.06 0.28
H -0.83 6.26 -0.85
H 0.42 4.28 -0.63
H -0.30 4.48 -2.22
H 2.37 1.90 -3.23
H 3.21 3.63 -0.89
H 4.20 2.65 -1.94
H 3.13 1.87 -0.77
H 2.01 4.87 -2.62
H 1.36 4.08 -4.05
H 3.09 4.15 -3.79
H -1.10 0.92 -3.14
H -0.96 3.73 -4.32
H -2.18 3.17 -3.16
H -2.06 2.44 -4.77
H 0.92 2.18 -5.05
H -0.24 0.91 -5.40
H 1.12 0.58 -4.33
H 1.81 2.51 4.33
H 1.80 -0.50 4.05
H 2.81 0.49 5.08
H 3.07 0.50 3.33
H -0.64 0.75 4.60
H -0.30 2.30 5.35
H 0.53 0.87 5.91
C 3.92 -0.88 -0.36
C 2.56 -0.97 0.26
O 1.56 -0.44 -0.30
N 2.39 -1.66 1.40
C 1.14 -2.40 1.68
C 0.01 -1.79 2.48
C -0.35 -2.38 3.67
C -1.54 -2.01 4.29
C -2.35 -1.08 3.67
C -1.92 -0.53 2.47
N -0.76 -0.84 1.89
H 3.86 -0.37 -1.32
H 4.33 -1.89 -0.50
H 4.60 -0.33 0.29
H 3.22 -2.08 1.79
H 1.47 -3.30 2.20
H 0.74 -2.72 0.71
H 0.28 -3.14 4.11
H -1.84 -2.47 5.23
H -3.30 -0.77 4.07
H -2.56 0.18 1.96
Br 0.66 -6.83 -3.63
C 0.56 -7.05 -1.76
C -0.03 -8.21 -1.27
C -0.14 -8.41 0.09
C 0.34 -7.46 0.98
C 0.94 -6.31 0.49
C 1.05 -6.10 -0.87
I 1.96 -4.35 -1.57
H -0.40 -8.94 -1.97
H -0.60 -9.31 0.46
H 0.27 -7.62 2.04
H 1.34 -5.57 1.18
*
```

## Properties
expectation value of S²	0.765
E_LUMO (spin up / spin down)	-5.47 / -5.44	eV
energy	-252782.059	eV
HOMO-LUMO gap (spin up / spin down)	5.92 / 5.92	eV

Results of the Mulliken charge analysis, in e, for atoms 1 through 6:
1 Ti -0.12
2 C -1.87
3 C 2.65
4 C -1.62
5 P 2.18
6 C -1.54

---

No. 3
Density functional theory data (wB97M-V/def2-TZVPD) for a 8-piece molecular cluster, C53H76FN3O25S2 overall at a distorted geometry.

```
! RIJCOSX wB97M-V def2-TZVPD def2/J DEFGRID3
* xyz 0 1
H 0.72 6.56 1.26
N 0.23 7.36 0.86
C -0.19 7.03 -0.29
C -0.01 5.65 -0.93
C -1.00 4.61 -0.44
C -2.37 4.74 -0.68
C -3.00 5.89 -1.45
C -3.02 5.55 -2.95
F -1.83 5.93 -3.58
C -3.21 3.76 -0.20
C -2.75 2.65 0.48
C -3.80 1.66 0.98
C -3.77 1.53 2.53
C -3.66 2.90 3.26
C -2.33 3.11 3.99
S -2.23 2.20 5.52
O -2.52 0.81 5.33
O -3.00 2.82 6.54
O -0.69 2.33 5.98
C -1.39 2.50 0.70
C -0.55 3.50 0.25
S 1.19 3.27 0.62
C 1.33 1.48 0.36
C 0.23 0.75 0.78
C 0.24 -0.62 0.59
C -0.95 -1.49 0.97
C -1.83 -1.83 -0.28
C -1.96 -0.61 -1.21
N -3.18 -0.77 -2.05
C 1.34 -1.25 0.03
O 1.21 -2.61 -0.13
C 1.95 -3.45 0.78
C 2.08 -2.91 2.21
C 3.47 -2.26 2.44
C 2.42 -0.50 -0.39
C 3.58 -1.27 -1.02
C 3.30 -1.55 -2.54
C 2.43 0.89 -0.24
C 3.56 1.80 -0.70
C 4.01 1.56 -2.16
C 4.76 1.72 0.32
C 5.13 3.08 0.96
N -0.88 1.38 1.41
H -0.76 7.77 -0.86
H -0.13 5.77 -2.01
H 1.03 5.34 -0.79
H -2.49 6.84 -1.29
H -4.05 5.93 -1.14
H -3.83 6.08 -3.47
H -3.15 4.47 -3.06
H -4.28 3.88 -0.35
H -4.78 2.02 0.68
H -3.62 0.65 0.59
H -4.71 1.06 2.84
H -2.97 0.87 2.90
H -4.44 2.90 4.03
H -3.89 3.75 2.62
H -2.22 4.17 4.25
H -1.45 2.85 3.39
H -0.13 2.47 5.20
H -0.57 -2.44 1.34
H -1.54 -1.04 1.78
H -2.82 -2.17 0.03
H -1.30 -2.61 -0.85
H -1.08 -0.54 -1.85
H -2.07 0.33 -0.66
H -3.97 -0.60 -1.43
H -3.21 0.04 -2.67
H 2.94 -3.74 0.41
H 1.38 -4.39 0.83
H 2.07 -3.79 2.88
H 1.26 -2.28 2.54
H 4.05 -2.15 1.52
H 4.07 -2.93 3.08
H 3.41 -1.32 2.99
H 4.45 -0.62 -0.92
H 3.82 -2.19 -0.48
H 3.14 -2.62 -2.71
H 2.43 -0.97 -2.85
H 4.17 -1.20 -3.10
H 3.25 2.85 -0.68
H 4.32 2.49 -2.65
H 4.88 0.89 -2.21
H 3.24 1.09 -2.77
H 5.62 1.19 -0.11
H 4.40 1.08 1.14
H 4.49 3.91 0.63
H 5.04 3.02 2.05
H 6.15 3.37 0.71
H -1.65 0.75 1.52
O 0.48 -6.95 1.76
C 0.37 -6.70 2.92
O 0.87 -5.59 3.50
C 0.34 -5.53 4.83
C 0.00 -6.97 5.12
O -0.27 -7.49 3.81
H 1.07 -5.12 5.52
H -0.55 -4.88 4.83
H 0.84 -7.52 5.55
H -0.86 -7.08 5.77
O -5.18 -6.26 -0.42
C -4.13 -6.81 -0.43
O -3.97 -8.15 -0.25
C -2.60 -8.47 -0.56
C -1.91 -7.15 -0.33
O -2.94 -6.20 -0.62
H -2.23 -9.26 0.09
H -2.54 -8.81 -1.59
H -1.58 -7.02 0.70
H -1.05 -7.01 -0.99
O -3.70 9.63 0.22
C -3.65 9.78 -0.95
O -3.53 10.97 -1.58
C -3.28 10.72 -2.96
C -3.85 9.33 -3.15
O -3.71 8.76 -1.85
H -3.76 11.47 -3.59
H -2.20 10.75 -3.13
H -4.91 9.35 -3.42
H -3.31 8.75 -3.90
O 1.86 -8.52 -3.25
C 1.16 -7.64 -3.63
O 1.58 -6.38 -3.94
C 0.49 -5.70 -4.56
C -0.71 -6.44 -4.03
O -0.19 -7.75 -3.80
H 0.49 -4.64 -4.28
H 0.59 -5.78 -5.64
H -1.07 -6.04 -3.09
H -1.53 -6.47 -4.74
O 5.95 -0.42 5.49
C 5.29 0.55 5.32
O 5.21 1.60 6.19
C 4.50 2.66 5.53
C 3.70 1.91 4.50
O 4.50 0.77 4.24
H 3.88 3.21 6.24
H 5.22 3.34 5.09
H 2.72 1.58 4.88
H 3.55 2.47 3.58
O 7.31 4.27 -0.63
C 7.37 4.42 -1.81
O 7.49 5.62 -2.42
C 7.75 5.38 -3.81
C 7.17 4.00 -4.01
O 7.31 3.41 -2.72
H 7.27 6.13 -4.43
H 8.83 5.41 -3.98
H 6.11 4.02 -4.28
H 7.71 3.42 -4.76
O -6.24 -9.54 -5.61
C -6.46 -9.17 -4.50
O -7.10 -9.91 -3.55
C -6.96 -9.23 -2.30
C -6.73 -7.80 -2.73
O -6.10 -7.96 -4.01
H -7.86 -9.34 -1.70
H -6.11 -9.64 -1.76
H -7.66 -7.24 -2.86
H -6.09 -7.26 -2.05
*
```

## Properties
SMILES	[H]/N=C\Cc1c(CCF)cc(CCCCS(=O)(=O)O)c2c1Sc1c(c(CCCN)c(OCCC)c(CC)c1[C@H](C)CC)N2.O=C1OCCO1.O=C1OCCO1.O=C1OCCO1.O=C1OCCO1.O=C1OCCO1.O=C1OCCO1.O=C1OCCO1
E_LUMO	0.11	eV
energy	-136239.158	eV
HOMO-LUMO gap	8.23	eV

Results of the Mulliken charge analysis, in e, for atoms 1 through 6:
1 H 0.29
2 N -0.81
3 C -0.03
4 C -1.24
5 C 0.49
6 C 1.26